[1]
{"formula": "C3H6N2O2S", "method": "ωB97M-V/def2-TZVPD", "orbital_gap_ev": 9.7, "e_lumo_ev": 0.65, "e_above_lowest_kcal_mol": 52.39, "total_energy_ha": -776.056661, "species": ["C", "O", "C", "O", "N", "C", "N", "S", "H", "H", "H", "H", "H", "H"], "coordinates": [[-1.42776, 1.55130, 0.39826], [-0.46591, 0.56028, 0.16293], [-0.78612, -0.65761, -0.38218], [-1.88195, -0.92103, -0.84715], [0.30655, -1.50463, -0.31976], [1.37656, -1.30043, 0.59839], [2.31392, -0.47405, 0.42890], [2.36130, 0.78018, -0.65439], [-0.82714, 2.38515, 0.81335], [-1.78224, 2.04706, -0.54866], [-2.27054, 1.32595, 0.98122], [0.17836, -2.45635, -0.51629], [1.60927, -2.16722, 1.28398], [1.29570, 0.83142, -1.39859]], "atomic_forces_ev_per_a": [[1.0, 2.9, -2.2], [0.4, -1.9, 0.0], [-1.7, 0.6, -0.1], [1.5, 0.1, 0.5], [0.0, 1.8, 1.1], [1.1, -1.5, -0.6], [-0.5, 0.5, 0.5], [2.2, 0.6, 0.5], [-0.5, -0.6, 0.4], [0.1, -1.0, 0.5], [-0.9, -0.9, 0.9], [-0.8, -1.2, -0.5], [-0.6, 1.1, -0.5], [-1.4, -0.6, -0.5]], "mulliken_charge": [-0.76, -0.29, 0.58, -0.59, -0.18, 0.01, -0.30, -0.08, 0.28, 0.28, 0.32, 0.27, 0.34, 0.10]}



[2]
{"formula": "C6H10", "method": "ωB97M-V/def2-TZVPD", "orbital_gap_ev": 10.9, "e_lumo_ev": 1.21, "e_above_lowest_kcal_mol": 60.52, "total_energy_ha": -234.506061, "species": ["C", "C", "C", "C", "H", "H", "H", "H", "H", "H", "H", "H", "C", "C", "H", "H"], "coordinates": [[0.86668, 1.86214, -0.58910], [1.11225, 0.59095, -0.89367], [1.38342, -0.49747, 0.10681], [0.42861, -1.68718, -0.03080], [0.84629, 2.20185, 0.44583], [0.68758, 2.61355, -1.35483], [1.12654, 0.29049, -1.94387], [1.31648, -0.08001, 1.11851], [2.41691, -0.84854, -0.02010], [-0.61155, -1.36747, 0.09036], [0.64325, -2.44406, 0.73111], [0.52587, -2.16542, -1.01263], [-3.03214, -0.02578, 1.11110], [-2.34675, 0.79989, 0.56849], [-3.64727, -0.75375, 1.59263], [-1.71615, 1.51081, 0.08016]], "atomic_forces_ev_per_a": [[0.0, -0.1, 0.0], [0.0, 0.1, 0.0], [0.0, 0.0, 0.1], [-0.1, -0.1, 0.0], [0.0, -0.1, -0.1], [0.0, -0.1, 0.1], [0.0, 0.0, 0.2], [0.0, 0.0, -0.1], [-0.1, 0.1, 0.0], [0.2, -0.1, 0.0], [0.0, 0.1, -0.1], [0.0, 0.1, 0.1], [0.2, 0.4, -0.2], [-0.3, -0.4, 0.2], [0.1, 0.1, -0.1], [-0.1, -0.1, 0.1]], "mulliken_charge": [-0.99, 0.03, -0.30, -0.94, 0.32, 0.28, 0.27, 0.26, 0.28, 0.16, 0.31, 0.30, -0.36, -0.38, 0.38, 0.38]}



[3]
{"formula": "C6H6Br2N4", "method": "ωB97M-V/def2-TZVPD", "orbital_gap_ev": [6.9, 7.2], "e_lumo_ev": [-1.98, -1.73], "e_above_lowest_kcal_mol": 86.27, "total_energy_ha": -5599.038725, "species": ["C", "C", "C", "C", "C", "C", "N", "N", "N", "N", "Br", "Br", "H", "H", "H", "H", "H", "H"], "coordinates": [[0.97777, 1.59745, -1.32993], [0.43132, 2.70496, -0.81390], [-1.00452, -0.94223, 1.77785], [-1.07304, -0.35217, 0.50829], [1.59029, 1.70052, -2.61405], [-2.11874, -1.43604, 2.63138], [0.61954, 0.42718, -0.93445], [0.25321, -0.97839, 2.13533], [0.21736, -0.03409, 0.19270], [0.94911, -0.38191, 1.27359], [0.34836, 3.25969, 0.91332], [-2.53148, -0.08470, -0.62245], [2.72473, 1.99736, -2.40756], [1.50022, 0.74902, -3.16578], [1.05968, 2.50075, -3.16499], [-1.91635, -2.47594, 2.63967], [-3.04971, -1.20058, 2.13877], [-2.11199, -1.07511, 3.61584]], "atomic_forces_ev_per_a": [[0.2, -0.7, 1.0], [-1.5, 2.5, 1.9], [-2.6, 1.0, -1.4], [-0.3, -0.7, 0.6], [2.6, 0.9, -1.9], [0.5, 0.0, -1.9], [1.2, -1.8, -3.2], [0.3, 0.2, 1.3], [-3.2, -0.5, 4.4], [4.1, 0.9, -1.9], [0.2, -0.3, -0.2], [0.3, 0.1, 0.1], [-2.3, -0.6, -0.9], [0.3, 0.4, 0.3], [0.7, -0.3, 0.0], [-0.6, -1.4, 0.4], [-0.4, -0.2, 0.0], [0.2, 0.7, 1.3]], "mulliken_charge": [1.17, -0.48, 0.65, 0.01, -1.20, -1.20, -1.05, -0.35, 1.22, -0.59, 0.05, -0.09, 0.25, 0.33, 0.34, 0.29, 0.31, 0.33]}



[4]
{"formula": "C11H12N2O", "method": "ωB97M-V/def2-TZVPD", "orbital_gap_ev": 8.9, "e_lumo_ev": 0.36, "e_above_lowest_kcal_mol": 66.73, "total_energy_ha": -611.036953, "species": ["C", "C", "C", "C", "C", "C", "C", "C", "C", "C", "C", "N", "N", "O", "H", "H", "H", "H", "H", "H", "H", "H", "H", "H", "H", "H"], "coordinates": [[1.88162, -0.30181, 1.45219], [-2.98957, -0.98520, 0.20926], [-2.26351, -1.10782, 1.36901], [-2.35246, -0.74242, -1.00866], [-0.94422, -0.74319, 1.42443], [-1.03290, -0.28029, -0.94179], [-0.30485, -0.29128, 0.27966], [1.79065, -1.54360, -0.79306], [0.80481, 2.43478, 0.05778], [1.44521, 1.21358, -0.61892], [1.10130, -0.00869, 0.29830], [2.54952, -0.62722, 2.31650], [1.99266, -2.68880, -0.08452], [2.07034, -1.26388, -1.94152], [-4.08612, -1.28424, 0.36012], [-2.59126, -1.35212, 2.34876], [-2.98551, -0.74484, -1.86286], [-0.47110, -0.85747, 2.30808], [-0.48399, -0.04725, -1.92095], [1.15042, 3.37048, -0.63386], [-0.22360, 2.31794, 0.09883], [1.19935, 2.65094, 0.97839], [2.54201, 1.22024, -0.77952], [1.13273, 1.09867, -1.59843], [1.92903, -2.47560, 0.87231], [2.74144, -3.20982, -0.50631]], "atomic_forces_ev_per_a": [[-0.8, 1.2, -0.7], [-2.1, -1.8, 0.8], [0.6, 0.9, 0.3], [0.2, 1.3, 1.8], [-0.9, 0.3, -3.2], [0.8, -0.4, -1.5], [-2.2, -0.9, -0.1], [0.3, 2.6, -0.6], [2.9, 2.0, -4.7], [1.7, -0.5, 3.3], [2.2, -1.8, -4.3], [0.8, -0.5, 1.3], [-0.7, 1.6, -2.2], [-0.7, -0.9, 1.9], [1.6, 0.6, -1.0], [-1.3, -0.5, 0.3], [0.1, 0.0, -0.9], [1.8, -0.1, 2.7], [-0.9, -0.3, 1.7], [-1.3, -1.9, 1.6], [-2.0, 0.1, 0.0], [0.9, 0.3, 2.4], [-0.4, 0.5, 0.7], [-1.2, -0.6, -1.7], [0.4, -0.6, 1.6], [0.2, -0.6, 0.5]], "mulliken_charge": [0.01, -0.38, -0.50, -0.89, -0.68, 0.03, 0.51, 0.59, -1.27, -1.02, 0.77, -0.58, -0.42, -0.55, 0.28, 0.39, 0.39, 0.54, 0.20, 0.30, 0.42, 0.39, 0.47, 0.44, 0.27, 0.30]}



Please write out number 4 again, unchanged.
{"formula": "C11H12N2O", "method": "ωB97M-V/def2-TZVPD", "orbital_gap_ev": 8.9, "e_lumo_ev": 0.36, "e_above_lowest_kcal_mol": 66.73, "total_energy_ha": -611.036953, "species": ["C", "C", "C", "C", "C", "C", "C", "C", "C", "C", "C", "N", "N", "O", "H", "H", "H", "H", "H", "H", "H", "H", "H", "H", "H", "H"], "coordinates": [[1.88162, -0.30181, 1.45219], [-2.98957, -0.98520, 0.20926], [-2.26351, -1.10782, 1.36901], [-2.35246, -0.74242, -1.00866], [-0.94422, -0.74319, 1.42443], [-1.03290, -0.28029, -0.94179], [-0.30485, -0.29128, 0.27966], [1.79065, -1.54360, -0.79306], [0.80481, 2.43478, 0.05778], [1.44521, 1.21358, -0.61892], [1.10130, -0.00869, 0.29830], [2.54952, -0.62722, 2.31650], [1.99266, -2.68880, -0.08452], [2.07034, -1.26388, -1.94152], [-4.08612, -1.28424, 0.36012], [-2.59126, -1.35212, 2.34876], [-2.98551, -0.74484, -1.86286], [-0.47110, -0.85747, 2.30808], [-0.48399, -0.04725, -1.92095], [1.15042, 3.37048, -0.63386], [-0.22360, 2.31794, 0.09883], [1.19935, 2.65094, 0.97839], [2.54201, 1.22024, -0.77952], [1.13273, 1.09867, -1.59843], [1.92903, -2.47560, 0.87231], [2.74144, -3.20982, -0.50631]], "atomic_forces_ev_per_a": [[-0.8, 1.2, -0.7], [-2.1, -1.8, 0.8], [0.6, 0.9, 0.3], [0.2, 1.3, 1.8], [-0.9, 0.3, -3.2], [0.8, -0.4, -1.5], [-2.2, -0.9, -0.1], [0.3, 2.6, -0.6], [2.9, 2.0, -4.7], [1.7, -0.5, 3.3], [2.2, -1.8, -4.3], [0.8, -0.5, 1.3], [-0.7, 1.6, -2.2], [-0.7, -0.9, 1.9], [1.6, 0.6, -1.0], [-1.3, -0.5, 0.3], [0.1, 0.0, -0.9], [1.8, -0.1, 2.7], [-0.9, -0.3, 1.7], [-1.3, -1.9, 1.6], [-2.0, 0.1, 0.0], [0.9, 0.3, 2.4], [-0.4, 0.5, 0.7], [-1.2, -0.6, -1.7], [0.4, -0.6, 1.6], [0.2, -0.6, 0.5]], "mulliken_charge": [0.01, -0.38, -0.50, -0.89, -0.68, 0.03, 0.51, 0.59, -1.27, -1.02, 0.77, -0.58, -0.42, -0.55, 0.28, 0.39, 0.39, 0.54, 0.20, 0.30, 0.42, 0.39, 0.47, 0.44, 0.27, 0.30]}